Formula: C50H84O36S3
Source: the OMol25 dataset
Level of theory: wB97M-V/def2-TZVPD

E = -5858.6228 a.u.
LUMO = -0.4 eV
ΔE to the lowest compared entry with this formula, charge and spin = 267.1 kJ/mol
HOMO energy = -8.86 eV
Frontier orbital gap = 8.4907 eV

Geometry as ORCA input:
```
! wB97M-V def2-TZVPD RIJCOSX def2/J DEFGRID3
* xyz 0 1
C -7.56632 -5.36984 -7.35554
C -7.14619 -6.88305 -7.25029
C -7.57562 -7.82634 -8.43617
O -6.37826 -8.25170 -8.95981
C -5.41016 -7.98599 -8.16385
O -4.24424 -8.31193 -8.41795
O -5.77943 -7.18797 -7.11931
H -7.21122 -4.89527 -8.27030
H -7.16050 -4.78522 -6.52992
H -8.64320 -5.23051 -7.26062
H -7.59189 -7.19473 -6.30566
H -8.10930 -7.21675 -9.16535
H -8.23674 -8.64774 -8.15995
C -0.91729 -2.21563 -9.04287
C -1.31071 -3.53107 -8.34581
C -0.07046 -4.24226 -7.79108
O -0.43736 -4.41266 -6.40736
C -1.59869 -3.74876 -6.08862
O -2.08682 -3.64250 -4.95474
O -2.10204 -3.26807 -7.21561
H -0.32549 -1.58330 -8.38103
H -1.79786 -1.62183 -9.28804
H -0.36028 -2.36150 -9.96838
H -1.94397 -4.20361 -8.92440
H 0.87087 -3.70156 -7.88929
H 0.05502 -5.17460 -8.34162
C -9.95495 -11.40580 0.50609
C -10.77704 -10.66336 1.57452
C -12.07049 -10.19058 1.07177
O -12.88167 -10.68551 2.13438
C -12.25662 -11.46813 2.97372
O -12.79135 -12.03565 3.92474
O -11.05429 -11.59673 2.60408
H -9.21226 -12.10141 0.89677
H -9.34742 -10.63778 0.02738
H -10.46429 -12.00652 -0.24744
H -10.20907 -9.86878 2.05841
H -12.21499 -10.75892 0.15296
H -12.06370 -9.13039 0.81871
C -16.36723 1.86703 -0.70979
C -16.48975 0.50428 -0.06409
C -15.58516 0.09838 1.05983
O -16.45056 -0.34236 2.09255
C -17.72037 -0.30380 1.68576
O -18.68136 -0.83564 2.28455
O -17.74430 0.43304 0.57490
H -15.36973 1.99903 -1.12892
H -16.51332 2.67276 0.00962
H -17.05256 2.02476 -1.54259
H -16.47653 -0.24517 -0.85543
H -15.11376 1.03507 1.35729
H -14.84474 -0.57068 0.62136
C -4.38050 2.09354 -4.60243
C -3.91526 2.91470 -5.80969
C -4.72839 4.23196 -6.04192
O -3.64547 5.21572 -6.16538
C -2.41254 4.66250 -5.97302
O -1.38260 5.34335 -5.87121
O -2.60141 3.37990 -5.63333
H -4.07765 1.09120 -4.90523
H -5.46832 2.04212 -4.64834
H -4.03569 2.37987 -3.60884
H -4.01366 2.24540 -6.66436
H -5.33373 4.34958 -5.14313
H -5.32461 4.18864 -6.95337
C -8.02203 6.52474 1.32832
C -7.33660 5.31976 0.69458
C -7.02197 4.25164 1.70790
O -7.79336 3.15078 1.30864
C -8.50220 3.38140 0.21868
O -9.22913 2.54623 -0.35793
O -8.30539 4.68749 -0.21365
H -8.28550 7.34567 0.66142
H -7.36204 6.97289 2.07107
H -8.89011 6.22667 1.91627
H -6.50243 5.56321 0.03655
H -7.20830 4.66254 2.70014
H -5.99351 3.93415 1.53593
C -18.97339 -8.33605 5.00577
C -18.29115 -6.99274 4.65493
C -16.81620 -6.93326 4.95756
O -16.32570 -6.27231 3.80197
C -17.12811 -6.41519 2.76148
O -16.89895 -6.13535 1.53354
O -18.34068 -6.92647 3.25041
H -18.46441 -9.19792 4.57423
H -19.96861 -8.26066 4.56764
H -19.07288 -8.40638 6.08893
H -18.81652 -6.17553 5.14914
H -16.41139 -7.90758 5.23131
H -16.56281 -6.21903 5.74099
C -0.56961 -2.04623 1.51741
C 0.07494 -3.44693 1.55801
C 1.62300 -3.69124 1.25993
O 2.02419 -4.42957 2.39740
C 0.98971 -4.57495 3.28073
O 1.01681 -5.34884 4.22692
O -0.09591 -3.98209 2.86294
H -0.35953 -1.61628 0.53806
H -0.32927 -1.29906 2.27376
H -1.64898 -2.18364 1.58202
H -0.44758 -4.02314 0.79443
H 2.18374 -2.75659 1.26929
H 1.83940 -4.12263 0.28260
C -12.05578 2.53884 -7.40626
C -11.11895 1.31606 -7.47070
C -11.51714 0.16368 -8.32624
O -10.31448 -0.12576 -8.98761
C -9.42258 0.85723 -8.87559
O -8.29259 0.94393 -9.43398
O -9.89836 1.77388 -8.00812
H -11.57390 3.44803 -7.04673
H -12.87068 2.30121 -6.72249
H -12.33023 2.99165 -8.35901
H -10.82150 0.97643 -6.47860
H -12.35322 0.44090 -8.96830
H -11.82542 -0.67871 -7.70702
C -4.01642 -8.83441 3.81563
C -4.24465 -10.22049 4.47553
C -3.03719 -11.12146 4.43526
O -2.91136 -11.49229 5.84263
C -3.70926 -10.73384 6.59601
O -3.78955 -10.78574 7.81268
O -4.49888 -10.03089 5.85660
H -3.72937 -8.96052 2.77169
H -3.19064 -8.33975 4.32699
H -4.94819 -8.26881 3.81125
H -5.04344 -10.78263 3.99177
H -2.14544 -10.70329 3.96836
H -3.08525 -12.08648 3.93074
C -10.13803 2.26325 6.69814
C -9.50902 0.89292 6.86823
C -10.15440 -0.30394 6.10569
O -9.05357 -0.89705 5.46144
C -7.89446 -0.17510 5.66616
O -6.78715 -0.57064 5.29043
O -8.18368 1.01121 6.32216
H -9.58861 3.08191 7.16294
H -11.11336 2.21650 7.18254
H -10.30181 2.60636 5.67659
H -9.46567 0.71552 7.94282
H -10.88770 0.01267 5.36398
H -10.66941 -0.94884 6.81770
C -14.42477 -8.87631 -4.63679
S -12.97809 -9.75254 -5.28412
O -11.98101 -9.81927 -4.06253
C -13.55317 -11.48623 -5.38724
H -14.65578 -9.31322 -3.66528
H -15.29738 -8.94069 -5.28680
H -14.06250 -7.88237 -4.37422
H -12.64513 -12.00456 -5.69525
H -14.35482 -11.67169 -6.10215
H -13.76969 -11.96771 -4.43362
C -10.18052 -4.29160 -1.39664
S -9.23952 -3.90329 0.17413
O -9.30434 -5.19534 0.97460
C -7.55726 -3.96208 -0.65903
H -9.80841 -5.22608 -1.81663
H -9.99192 -3.50344 -2.12556
H -11.25739 -4.18019 -1.26998
H -6.67211 -3.95432 -0.02299
H -7.52877 -3.27527 -1.50495
H -7.56977 -4.89842 -1.21689
C -10.54825 -7.30122 7.50095
S -11.03083 -6.93949 9.26094
O -12.33016 -6.15927 9.33269
C -11.52506 -8.70650 9.66669
H -9.76340 -8.04458 7.36120
H -10.17537 -6.32996 7.17583
H -11.45144 -7.60733 6.97307
H -12.23964 -9.02945 8.90961
H -12.02112 -8.65542 10.63593
H -10.70896 -9.42877 9.64685
*
```